# 1
Below is a cluster of 3 separate species, C18H39FN2O15P4 in total, with properties calculated with the ωB97M-V functional and the def2-TZVPD basis.

For the LUMO energy, the calculation gives -0.1 eV. Its calculated total energy is -3412.731155 Ha. As for the HOMO-LUMO gap: 8.8440 eV. For the relative energy (zero: lowest compared OMol25 entry of this formula, charge and spin), the calculation gives 0.0 kJ/mol. Its structure (SMILES) is CCOP(=O)(CC[C@@H]1[C@@H](C(=O)NC(=O)F)OC(=O)[C@@H]1[PH2]=N)OCC.COP(=O)(OC)OC.COP(=O)(OC)OC.

Last column: Löwdin charge in e.
Geometry (Å):
P: 1.77125 -4.72751 3.05806  0.461
P: -3.93511 0.11963 -1.79539  0.756
P: -0.35648 1.92456 5.17282  0.505
P: 0.31075 0.25041 -3.79958  0.480
F: 1.04333 4.20293 -1.31882  0.128
O: 0.72717 2.47129 4.09683  -0.252
O: 1.76177 0.87303 -3.99015  -0.197
O: -0.14146 0.34888 -2.39687  -0.216
O: 1.45360 -5.52515 4.41208  -0.257
O: 0.43381 -1.22962 -4.35471  -0.193
O: 3.36983 -4.92239 3.06157  -0.233
O: -1.39852 3.15522 -1.23744  0.037
O: -1.59251 2.65534 4.42892  -0.267
O: 0.55514 0.57095 5.30478  -0.219
O: 1.09333 -5.43910 1.95597  -0.244
O: 1.72116 5.89894 -2.52924  0.191
O: -0.22793 2.53694 6.50849  -0.234
O: 1.91178 -3.24014 2.40921  -0.217
O: -2.01336 4.94025 -3.99997  0.170
O: -1.66877 1.36806 0.13133  0.167
N: -3.11825 -1.21585 -1.90118  -0.284
N: -0.55273 5.56663 -2.37596  0.161
C: -1.98135 1.98069 -0.83082  -0.480
C: 4.12006 -4.68436 4.25742  -0.102
C: -0.47797 -2.18533 -3.72828  -0.245
C: -2.20042 1.31655 -4.37039  -0.159
C: -0.55713 -3.44565 -4.57751  -0.059
C: -2.45334 2.26529 -3.17972  -0.213
C: 0.81269 5.26234 -2.10965  -0.491
C: -1.81513 4.01997 4.80234  -0.099
C: 0.16932 -0.46971 6.20272  -0.110
C: -0.73994 1.25439 -4.84566  -0.192
C: -1.32536 4.58069 -3.09809  -0.339
C: 1.25586 -6.94012 4.26894  -0.092
C: 3.84913 1.10785 -2.80095  -0.059
C: -1.27660 3.11403 -2.67614  -0.185
C: 0.73816 -2.46837 2.12578  -0.092
C: 2.83319 0.13169 -3.37071  -0.265
C: -3.05283 1.71021 -1.85626  -0.301
C: 0.46303 2.32526 2.69566  -0.103
H: 3.32159 -0.50260 -4.10802  0.118
H: -1.45758 -1.72024 -3.69445  0.061
H: 1.02000 -1.48079 1.77268  0.086
H: 0.25559 -0.10545 7.22673  0.086
H: 2.45328 -0.51202 -2.57928  0.110
H: -0.87935 4.57674 4.78916  0.093
H: 0.83329 -1.32049 6.06918  0.081
H: -0.31699 2.25002 -4.96313  0.101
H: -2.27387 4.08436 5.78545  0.086
H: -4.89923 0.21746 -2.81574  0.018
H: -0.85413 -0.79974 6.02470  0.084
H: 2.04380 -7.37721 3.65871  0.093
H: -1.60739 -3.72696 -4.66294  0.071
H: -2.49961 4.42226 4.05766  0.090
H: -2.73744 1.70894 -5.23303  0.117
H: 1.29477 -7.34753 5.27718  0.091
H: -0.07366 -4.29344 -4.10120  0.073
H: -0.27429 2.75942 -2.91243  0.129
H: 3.33127 1.99820 -2.44825  0.074
H: -3.21613 2.95242 -3.53450  0.132
H: 0.11272 -2.35649 3.01175  0.079
H: 0.28463 -7.15022 3.83050  0.087
H: -3.86487 2.41676 -1.64118  0.129
H: -0.19723 -3.29063 -5.59020  0.077
H: -0.18124 -2.39951 -2.70772  0.120
H: 3.56896 -4.08266 4.98048  0.081
H: -2.62440 0.33219 -4.18693  0.083
H: 5.02800 -4.15270 3.98179  0.088
H: -1.02356 5.82591 -1.51369  0.155
H: 4.55792 1.42066 -3.56291  0.075
H: 4.38447 -5.63609 4.71779  0.086
H: 0.13773 3.27955 2.28179  0.084
H: 1.38631 2.01971 2.20781  0.090
H: -3.46597 -1.75073 -2.68956  -0.040
H: -4.54526 0.21537 -0.53256  0.015
H: 4.36226 0.66174 -1.95339  0.078
H: 0.16450 -2.98938 1.35966  0.086
H: -0.75576 0.81748 -5.84600  0.105
H: -0.30231 1.57694 2.49467  0.068

---

# 2
Below is a cluster of 2 separate species, C17H33FIN4O2P in total, with properties calculated with the ωB97M-V functional and the def2-TZVPD basis.

For the LUMO energy, the calculation gives -2.6 eV. Its calculated total energy is -1775.187395 Ha. As for the HOMO-LUMO gap: 2.8470 eV.

Last column: Löwdin charge in e.
Geometry (Å):
I: 0.77925 -0.70469 -1.90184  1.117
P: 3.39946 -1.34370 2.37169  0.786
F: 2.20106 2.41800 -2.19817  -0.165
O: -2.94505 -2.60882 2.55253  -0.243
O: -0.06606 -2.04100 -5.31670  -0.275
N: 3.39711 -2.79187 3.17562  -0.313
N: 1.87288 -0.35465 -0.22736  -0.558
N: 1.72781 -0.70460 2.27699  -0.158
N: -0.32263 0.08599 1.29660  -0.170
C: -2.06696 4.29719 1.29238  -0.266
C: 0.05285 -3.35498 -5.23844  -0.740
C: 3.20303 1.35427 -1.81005  -0.178
C: -1.70476 3.65155 -0.16714  -0.212
C: -3.56502 3.81663 1.83184  -0.141
C: 1.00756 -0.63914 3.64292  -0.168
C: 0.88039 0.89736 4.23446  -0.054
C: -2.46906 -1.13276 2.33799  -0.156
C: -0.33660 -3.94628 -6.60373  -0.101
C: 1.52730 -3.67944 -4.94640  -0.116
C: -0.65772 1.52618 1.28429  -0.183
C: 1.09546 -0.31246 1.08213  -0.216
C: -0.90289 2.24058 -0.16312  -0.188
C: 1.11282 2.25956 4.54770  0.074
C: -4.07460 -1.61306 1.88874  -0.002
C: 2.91388 0.71596 -0.34356  -0.284
C: -1.37534 -0.88151 0.95530  -0.142
H: -3.49214 2.91226 2.58852  0.066
H: 1.68098 -4.76499 -4.92548  0.055
H: 0.20408 2.15908 1.82070  0.124
H: -0.53092 -3.91286 -4.49253  0.101
H: 2.60661 1.55476 0.44856  0.144
H: -4.04993 4.75134 2.37237  0.079
H: 4.23062 1.95844 -1.71639  0.141
H: -4.30167 -2.00209 0.81109  0.117
H: -1.23192 4.11818 2.12363  0.102
H: -1.00263 4.45106 -0.70949  0.119
H: -1.38966 -3.74960 -6.84114  0.063
H: -4.74047 -1.72323 2.84085  0.113
H: 2.43317 -3.01962 3.50082  -0.040
H: -2.70460 3.66165 -0.81740  0.123
H: -1.60978 1.65377 1.99582  0.131
H: 0.96300 3.41567 4.71795  0.068
H: -2.34065 -0.37333 3.33008  0.158
H: 4.34423 -0.41726 3.01420  0.031
H: 3.81555 -1.66007 1.03061  0.023
H: 0.18583 2.43983 -0.60499  0.099
H: 0.27340 -3.54597 -7.42427  0.069
H: -0.98236 -1.94560 0.67381  0.132
H: -2.08845 -0.54411 0.05941  0.130
H: 3.40606 0.58518 -2.68229  0.120
H: 1.65525 -1.22532 4.45791  0.129
H: 1.83881 -3.28712 -3.97007  0.025
H: -0.02926 -1.17724 3.63377  0.125
H: -2.13550 5.48005 1.18125  0.110
H: -1.42126 1.51946 -0.92831  0.089
H: -4.23523 3.54240 0.91309  0.075
H: -0.20132 -5.03447 -6.59937  0.057
H: 3.95987 0.29456 0.04826  0.103
H: 2.20611 -3.26907 -5.70564  0.069

---

# 3
Below is an isolated molecule of C10H15N3O2S, with properties calculated with the ωB97M-V functional and the def2-TZVPD basis.

For the LUMO energy, the calculation gives 0.7 eV. Its calculated total energy is -1102.984238 Ha. As for the HOMO-LUMO gap: 9.7416 eV. For the relative energy (zero: lowest compared OMol25 entry of this formula, charge and spin), the calculation gives 64.0 kJ/mol. Its structure (SMILES) is CCCc1nnc(NC(=O)[C@H]2CCCO2)s1.

Last column: Löwdin charge in e.
Geometry (Å):
S: -1.12286 -0.75432 -0.28735  1.143
O: 4.10411 -0.25920 -0.94971  -0.075
O: 1.47714 -1.05160 -0.33137  0.027
N: 0.86821 1.11615 -0.25005  0.119
N: -1.37075 1.79643 -0.16237  0.002
N: -2.61184 1.32314 -0.15387  -0.005
C: 3.24382 0.60998 -0.25656  -0.251
C: 4.62283 -1.18512 -0.01353  -0.187
C: -3.96800 -0.71857 -0.23354  -0.218
C: 4.88221 -0.35313 1.24465  -0.140
C: -0.47942 0.86486 -0.22931  -0.587
C: 3.71506 0.64050 1.22388  -0.101
C: -2.69586 0.04397 -0.21331  -0.587
C: -5.03043 -0.07760 0.66221  -0.267
C: 1.80008 0.11151 -0.30013  -0.429
C: -6.35153 -0.82991 0.57853  -0.116
H: 3.88813 -1.97493 0.18357  0.121
H: 1.13418 2.09016 -0.22989  0.158
H: 4.90049 -0.96054 2.14558  0.112
H: 3.31129 1.58847 -0.74420  0.154
H: -4.67266 -0.07396 1.69329  0.112
H: 4.01870 1.64146 1.52276  0.113
H: 2.91024 0.31026 1.88152  0.120
H: -7.09167 -0.36848 1.22724  0.068
H: -4.33802 -0.74804 -1.26355  0.123
H: 5.52131 -1.62028 -0.44997  0.125
H: -3.77483 -1.74688 0.07835  0.108
H: -6.73410 -0.81958 -0.43964  0.071
H: 5.83094 0.17503 1.14997  0.112
H: -6.22412 -1.86581 0.88620  0.070
H: -5.16627 0.95907 0.35460  0.104

---

# 4
Below is an isolated molecule of C7H12, with properties calculated with the ωB97M-V functional and the def2-TZVPD basis.

For the LUMO energy, the calculation gives 1.1 eV. Its calculated total energy is -273.890670 Ha. As for the HOMO-LUMO gap: 10.8424 eV. For the relative energy (zero: lowest compared OMol25 entry of this formula, charge and spin), the calculation gives 47.0 kJ/mol. Its structure (SMILES) is C[C@H]1[C@H]2CCC[C@@H]12.

Last column: Löwdin charge in e.
Geometry (Å):
C: 1.12687 0.57935 -0.68636  -0.265
C: -1.14390 -0.69574 -0.71205  -0.155
C: -0.32289 0.53070 -1.09168  -0.210
C: 0.08535 1.25155 0.17267  -0.201
C: -0.48038 0.48618 1.37117  -0.157
C: 1.91478 -0.64222 -0.27204  -0.067
C: -1.48211 -0.52415 0.78434  -0.176
H: 2.86571 -0.34667 0.18611  0.078
H: -2.48599 -0.10477 0.86750  0.103
H: -0.95970 1.17613 2.07011  0.104
H: 0.29891 -0.02902 1.93840  0.098
H: 2.13953 -1.25830 -1.15057  0.080
H: 0.08914 2.33977 0.20713  0.130
H: 1.72201 1.27954 -1.27175  0.130
H: -0.59261 -1.62423 -0.90265  0.102
H: -1.48253 -1.47470 1.32387  0.103
H: 1.38831 -1.27607 0.44979  0.070
H: -0.61891 1.08283 -1.97827  0.129
H: -2.06161 -0.75019 -1.30570  0.104

---

# 5
Below is the ion C5H6NS with charge +1, with properties calculated with the ωB97M-V functional and the def2-TZVPD basis.

For the LUMO energy, the calculation gives -4.6 eV. Its calculated total energy is -646.636441 Ha. Its total charge is +1. As for the HOMO-LUMO gap: 9.0591 eV. For the relative energy (zero: lowest compared OMol25 entry of this formula, charge and spin), the calculation gives 343.6 kJ/mol. Its structure (SMILES) is C#[N+]S[C@@H]1C=C1C.

Last column: Löwdin charge in e.
Geometry (Å):
S: -1.98843 0.68843 -1.26864  1.021
N: -1.56819 2.19745 -1.55251  -0.399
C: 0.15505 -0.78255 0.22460  -0.224
C: 0.50409 -0.37640 1.54798  0.001
C: -1.50064 3.32762 -1.82531  0.213
C: -0.25841 -0.30161 -1.10606  -0.330
C: -0.29844 -1.68215 -0.62891  0.067
H: 1.00563 -1.11801 2.10413  0.093
H: 0.22435 0.17765 -1.92349  0.076
H: -1.29424 4.42378 -1.72829  0.154
H: -0.38002 -2.75520 -0.87198  0.139
H: -0.34758 -0.02066 2.04237  0.092
H: 1.17743 0.42895 1.35174  0.097